The following is a quantum chemistry calculation of a single C20H20ClF3N6O molecule, from the OMol25 dataset.

Structure (ORCA input):
```
! wB97M-V def2-TZVPD RIJCOSX def2/J DEFGRID3
* xyz 0 1
C -0.2449 0.6213 -0.3990
C 2.3497 -1.8002 -0.7893
N 1.1580 -1.0057 -0.7795
H -4.8874 -1.7329 1.5740
H -6.2703 -2.0923 0.5391
C -5.5851 -0.0801 0.4317
C 3.4208 0.1899 0.3625
H 4.4772 -1.4301 -0.6093
H -4.6870 -0.4942 -2.1985
H 3.4067 -0.3157 1.3410
H 2.3518 -2.4282 -1.6886
H -4.6308 1.2503 -2.5764
H -7.3577 1.0396 3.0248
C 6.8046 2.8198 0.2025
Cl -0.8722 2.1378 0.1335
C 1.0830 0.2468 -0.2684
C -5.7439 2.0361 -0.1734
C 5.6861 0.9286 1.1642
C -0.8976 -0.4861 -0.9945
H -7.5991 -0.5932 2.3573
C -4.4327 0.4951 -1.8105
F 1.9062 -2.1800 1.5381
H 3.7895 2.3383 -1.2443
N 2.1918 0.9277 0.1346
F 3.5541 -3.2562 0.6775
H 7.6204 1.6072 1.7666
C -6.8649 0.1899 2.5572
H -6.1029 -0.2052 3.2327
C 5.7269 3.0240 -0.6426
C -5.2272 0.7965 -0.5819
C 6.7830 1.7702 1.1050
H -5.6863 2.9812 -0.6764
H 7.6592 3.4778 0.1585
N -3.0064 0.4778 -1.5370
N -6.2729 0.6515 1.3369
H -4.6598 -1.8893 -0.1707
H 5.6698 0.1113 1.8709
N -0.0256 -1.4540 -1.2093
C 2.3291 -2.7704 0.4118
O -2.8234 -1.7731 -1.5139
C 3.5594 -0.8608 -0.7527
C -5.3365 -1.5321 0.6014
H 2.0264 1.7184 0.7393
C 4.6035 1.1291 0.3194
N -6.3738 1.9311 0.9801
H 5.7396 3.8412 -1.3481
C -2.3264 -0.6757 -1.3611
C 4.6319 2.1804 -0.5875
H 3.6184 -0.3416 -1.7108
H -2.5778 1.3562 -1.2903
F 1.5406 -3.8201 0.2000
*
```

Computed properties:
- E_HOMO (eV) = -8.4168
- E (eV) = -52728.639
- structure (SMILES) = Cc1c(CNC(=O)c2nn3c(c2Cl)N[C@H](c2ccccc2)C[C@H]3C(F)(F)F)cnn1C
- molecular weight (g/mol) = 452.87
- Kohn-Sham gap (Eh) = 0.328
- energy above the lowest of the compared OMol25 structures with the same formula, charge and spin (kcal/mol) = 3.3

The following is a quantum chemistry calculation of 2 unconnected molecules or ions with the total composition C4H7NO, from the OMol25 dataset.

Structure (ORCA input):
```
! wB97M-V def2-TZVPD RIJCOSX def2/J DEFGRID3
* xyz 0 1
H 0.1419 -0.8440 -2.1835
H 0.3674 0.9413 2.1690
C 0.8876 -0.5926 0.0279
N 1.1520 0.5729 -0.7938
H 1.6796 -1.3189 0.2044
C -1.1892 0.1645 -0.5762
H 1.9991 0.4024 -1.3350
H -1.1769 1.2132 -0.2763
H -2.1570 -0.1874 -0.9257
C 0.0379 -0.2130 -1.3078
H -0.7433 -0.0895 2.2220
O -0.5305 0.8153 2.4986
C -0.4687 -0.8642 0.2763
*
```

Computed properties:
- E_HOMO (eV) = -8.4679
- E (eV) = -7794.177
- molecular weight (g/mol) = 85.11
- Kohn-Sham gap (Eh) = 0.338
- energy above the lowest of the compared OMol25 structures with the same formula, charge and spin (kcal/mol) = 126.1

The following is a quantum chemistry calculation of 2 unconnected molecules or ions with the total composition C2H8N3O, from the OMol25 dataset.

Structure (ORCA input):
```
! wB97M-V def2-TZVPD RIJCOSX def2/J DEFGRID3
* xyz -1 1
C -2.1222 -0.1322 0.0294
N 1.0205 -0.8614 -0.0379
H 1.9134 0.3192 1.5159
C 2.0145 -0.1320 0.5353
H -0.0202 -0.8569 0.3494
H -2.5578 -1.0241 -0.4681
N -1.5759 0.7112 -1.0730
H -2.9604 0.4814 0.4193
H -2.1723 1.5125 -1.2301
N 3.2032 -0.0096 0.0152
H -0.6743 1.1011 -0.7522
H 3.7318 0.6742 0.5940
O -1.1476 -0.3846 0.9575
H 1.3472 -1.3987 -0.8549
*
```

Computed properties:
- E_HOMO (eV) = -3.6537
- E (eV) = -8721.477
- molecular weight (g/mol) = 90.11
- Kohn-Sham gap (Eh) = 0.299
- energy above the lowest of the compared OMol25 structures with the same formula, charge and spin (kcal/mol) = 16.2

The following is a quantum chemistry calculation of a single C17H19NO3 molecule, from the OMol25 dataset.

Structure (ORCA input):
```
! wB97M-V def2-TZVPD RIJCOSX def2/J DEFGRID3
* xyz 0 1
H 0.7367 -2.9150 -0.6246
C -3.2320 1.9716 -0.8939
C -4.3430 0.2042 0.2809
O -2.7662 -3.1467 -0.7311
C 2.1826 0.5767 0.6032
H 1.2146 -3.2869 1.0553
H -1.1299 -2.5384 1.7600
C -3.4195 0.6147 -0.6735
H -1.0092 -0.6331 -0.0547
H 3.0287 -2.5840 -0.2640
H -3.2798 -1.1640 -1.8708
O 5.7030 0.9848 -0.4024
C -1.9069 -2.4481 -0.2343
C -5.0696 1.1361 0.9985
C 3.3873 1.2056 0.3537
H -5.7870 0.8078 1.7363
C -4.8815 2.4894 0.7690
H -3.8131 3.9596 -0.3612
C 5.9182 2.3595 -0.1996
C 3.1088 -1.5236 -0.0863
H -5.4508 3.2179 1.3273
O 0.7905 -1.3030 0.6743
C 4.3124 -0.8944 -0.3365
H -1.0426 -4.0608 0.8543
H 5.7763 2.6393 0.8495
H 5.2612 2.9677 -0.8301
C -3.9629 2.9054 -0.1788
H 1.3415 1.1415 0.9747
H -4.4881 -0.8525 0.4521
C 2.0284 -0.7892 0.3891
H -2.5149 2.3004 -1.6331
C 4.4699 0.4725 -0.1214
H -2.0198 0.0548 -2.2072
N -1.7456 -1.1434 -0.5203
H 5.1561 -1.4561 -0.7045
H 6.9542 2.5400 -0.4821
C -2.6170 -0.4186 -1.4207
C 0.5483 -2.6760 0.4309
C -0.9052 -2.9816 0.7875
H 3.4659 2.2657 0.5343
*
```

Computed properties:
- E_HOMO (eV) = -8.1963
- E (eV) = -25569.916
- structure (SMILES) = COc1ccc(OCCC(=O)NCc2ccccc2)cc1
- molecular weight (g/mol) = 285.34
- Kohn-Sham gap (Eh) = 0.327
- energy above the lowest of the compared OMol25 structures with the same formula, charge and spin (kcal/mol) = 23.1

The following is a quantum chemistry calculation of 7 unconnected molecules or ions with the total composition C16H46ClN10O12, from the OMol25 dataset.

Structure (ORCA input):
```
! wB97M-V def2-TZVPD RIJCOSX def2/J DEFGRID3
* xyz -1 1
H 0.7832 2.8878 10.3426
H 0.3927 1.3628 12.2290
H -2.7245 6.3206 -4.7907
H -0.2320 1.6152 10.0573
C 6.0463 0.2814 1.4662
H -2.0052 5.2008 -6.9944
H -1.5678 3.1663 -5.1171
N 1.6725 1.3021 9.1375
C 1.1240 -0.8814 12.6634
H 0.1487 -0.5617 13.0305
H -0.1115 0.8302 8.1361
H 5.0991 1.4193 0.1017
C -2.8981 3.0253 -8.0542
C -6.8708 -8.0313 2.8657
H 6.7859 -3.9393 -2.9212
C 0.8783 1.2357 7.9264
C 0.8315 1.8086 10.1971
N 7.1447 0.5874 0.7810
H -8.3984 -8.5524 3.9305
H 4.1516 -6.8261 -3.2393
H -2.6722 3.8764 -10.4519
O 1.8909 -2.0109 -8.0855
H -5.4523 5.7438 -4.1000
H -0.8732 3.3478 -10.4342
H 3.2800 -3.4181 -9.3901
C -2.7145 5.2427 -4.9527
N -6.5513 -7.4901 1.7015
H 1.0804 5.1051 6.6034
H 0.2094 2.5059 6.4059
N 2.4039 -3.8556 -9.1427
C 1.9286 4.4536 6.3927
O -3.9746 4.7646 -5.3185
O -2.0900 -0.3142 -0.7745
H 5.3284 -3.7593 -1.8878
H 7.0810 1.1450 -0.0588
H 1.3619 0.6263 7.1630
H -5.8272 4.1017 -4.5220
H -2.3230 1.6105 -6.7395
O 2.0611 3.2707 7.1772
H 2.6298 5.2253 6.7103
H -0.7726 5.2172 -5.6858
O -0.9302 -1.8246 0.6186
H -4.5137 4.4024 -3.3527
H -3.5102 2.6377 -5.9271
H 4.1404 0.9402 1.4144
H 2.1702 1.5906 11.9033
H -3.3032 4.0276 -8.1937
O -1.6952 2.7965 -8.7730
O -0.0410 -1.4923 -1.4360
C -1.6956 4.7626 -6.0456
H 0.1325 3.2503 7.9330
H 2.2972 2.0936 9.0789
Cl -1.3200 -1.6312 -0.7285
N 5.0714 1.0295 1.0330
N -8.0689 -8.2730 3.0176
H 0.8824 -1.9186 12.4311
H 0.3477 -3.2284 -7.0297
C 1.2292 1.1609 11.5600
H 0.7396 -4.8847 -7.6136
H -3.7149 2.4267 -8.4575
H -7.1933 -7.3251 0.9394
C 5.5392 -5.3463 -3.2532
C 0.7869 2.6285 7.3221
C -2.6947 2.6312 -6.6503
H -2.4105 4.7988 -4.0048
O 1.3290 -0.2585 11.3904
O 5.9503 -0.6068 2.2601
C -1.9137 3.1410 -10.1838
N 4.4230 -5.9221 -2.8798
N 5.8687 -4.2207 -2.6056
H 3.7096 -5.4312 -2.3601
N 0.8369 -3.8795 -7.6270
H 7.9783 0.3408 1.2950
O -2.1429 -2.6652 -1.2606
H -1.9814 2.1829 -10.6991
H 1.9661 -0.7221 13.3370
C 1.7345 -3.2028 -8.2730
H 2.0714 4.3680 5.3155
O -6.1289 -8.2122 3.7550
O 6.2100 -5.9157 -4.0460
H -5.5843 -7.2651 1.5162
N -1.5157 3.3278 -6.1128
H -8.7261 -7.8514 2.3768
C -5.0025 4.7635 -4.2575
H 2.4177 -4.8638 -9.0842
*
```

Computed properties:
- E_HOMO (eV) = -5.5576
- E (eV) = -69322.234
- molecular weight (g/mol) = 606.06
- Kohn-Sham gap (Eh) = 0.285

The following is a quantum chemistry calculation of a molecular structure, C33H38CsN7O2S, from the OMol25 dataset.

Structure (ORCA input):
```
! wB97M-V def2-TZVPD RIJCOSX def2/J DEFGRID3
* xyz 0 1
H 3.6311 -1.1613 1.6240
C 5.4875 -1.4242 -1.7155
C -0.6481 -1.2710 1.3993
H 0.2870 6.4490 -2.3286
C -0.0607 3.3459 -2.4439
H -4.0221 -1.7876 3.2698
C 5.7094 -0.9887 0.7518
C -4.0702 -2.7286 -1.8304
C -1.5703 -0.2165 1.4937
N -0.6167 4.5536 -2.1975
N 0.5788 -1.0742 0.7360
N 1.2676 3.4534 -2.2397
C -2.7670 -0.4270 2.1793
C 3.0781 -0.8670 4.6668
H 2.2683 5.2330 -2.7904
H -3.5711 -3.6681 -1.6148
H 0.8963 -0.9024 3.2434
C 4.5313 -3.1751 4.3120
C 3.3523 -1.8597 -2.7132
C -5.4503 -2.6234 -1.7392
H -6.0454 -3.4802 -1.4546
H -1.9204 1.8930 1.2793
C -6.0367 -1.3987 -2.0077
C 4.8728 -1.2760 -0.4765
N 2.9317 -1.2364 0.9055
H -7.1078 -1.2489 -1.9527
H 5.2183 -1.8137 -3.8096
H 2.3278 4.8463 -1.0675
H 6.7603 -0.8971 0.4806
H 5.6354 -1.7898 1.4966
H -2.4251 -3.6830 3.0262
H -3.4603 0.4030 2.2736
C -3.0876 -1.6554 2.7387
C -0.9969 -2.5190 1.9364
O -7.0770 1.1049 -2.7639
C 3.0965 -3.9440 2.4026
C 3.4634 -2.9271 3.4531
C -2.1940 -2.7113 2.6067
C 4.1249 -1.1532 5.5265
H 5.7014 -2.5362 5.9924
H 6.5652 -1.3184 -1.7879
C -5.8666 0.9934 -2.6666
S -0.8171 1.9296 -2.9054
O -6.1274 3.9675 -1.9873
N -5.0294 2.0456 -2.8774
H -2.2930 5.6843 -2.7262
H -4.8118 3.9929 -3.5136
H 5.4179 -0.0560 1.2475
H -4.0746 1.9900 -2.5588
H -1.3804 1.1054 -0.2079
C 1.6789 -1.2567 1.4042
H -0.2937 -3.3378 1.8347
H -6.3640 3.2228 -3.8997
C -2.0282 4.8250 -2.1068
H 2.0402 -3.8765 2.1414
C 1.7047 4.8119 -1.9576
N 1.6455 -1.4088 2.8001
N -3.2861 -1.7153 -2.1909
H 2.5058 0.0465 4.7879
C -1.2585 1.1245 0.8784
C -5.5987 3.3458 -3.1372
C 4.8697 -2.3077 5.3382
C 2.7455 -1.7342 3.6263
Cs -0.2388 -1.9225 -1.7772
H -2.3238 5.0319 -1.0742
C -3.8633 -0.5449 -2.4526
H 0.1938 5.7851 -0.6934
H -0.2232 1.4149 1.0610
H 1.8819 2.7146 -2.5362
H -3.1920 0.2507 -2.7668
C 4.7312 -1.7057 -2.8451
H 2.7929 -2.1056 -3.6219
C 2.6607 -1.7324 -1.5001
H -2.5602 3.9484 -2.4635
H 4.3659 -0.4694 6.3304
H 5.0933 -4.0929 4.1807
H 3.2959 -4.9497 2.7739
C -5.2297 -0.3319 -2.3701
C 3.4754 -1.4085 -0.4202
H -6.9238 3.4799 -1.7441
C 0.3629 5.5321 -1.7440
H 3.6645 -3.8051 1.4797
*
```

Computed properties:
- E_HOMO (eV) = -5.9417
- E (eV) = -60747.164
- molecular weight (g/mol) = 729.69
- Kohn-Sham gap (Eh) = 0.224
- energy above the lowest of the compared OMol25 structures with the same formula, charge and spin (kcal/mol) = 16.0

The following is a quantum chemistry calculation of a single C4H2N2O molecule, from the OMol25 dataset.

Structure (ORCA input):
```
! wB97M-V def2-TZVPD RIJCOSX def2/J DEFGRID3
* xyz 0 1
C 0.2745 0.8459 -0.0472
C 1.5462 0.3418 0.0159
N 0.1477 -1.5003 0.0328
C -1.9777 -0.4243 0.0817
H -0.1805 1.7809 0.1011
N -3.0920 -0.2142 -0.1481
O 1.3706 -1.0630 -0.1240
H 2.4777 0.6848 -0.0972
C -0.5665 -0.4515 0.1850
*
```

Computed properties:
- E_HOMO (eV) = -10.9073
- E (eV) = -9204.793
- structure (SMILES) = N#Cc1ccon1
- molecular weight (g/mol) = 94.07
- Kohn-Sham gap (Eh) = 0.415
- energy above the lowest of the compared OMol25 structures with the same formula, charge and spin (kcal/mol) = 44.9

The following is a quantum chemistry calculation of a single C4H10N2 molecule, from the OMol25 dataset.

Structure (ORCA input):
```
! wB97M-V def2-TZVPD RIJCOSX def2/J DEFGRID3
* xyz 0 1
H 0.7056 1.1498 -0.8973
H 0.9964 -0.7401 0.5476
N 0.4996 -1.2029 -1.3916
H -0.7572 0.5672 2.7555
C 1.7003 -1.4562 -1.6345
N -1.3177 0.5735 1.9090
C -0.1698 0.8583 -0.3154
C -0.6483 1.5243 0.9756
H 2.1171 -2.0503 -2.4487
C 0.0890 -0.6800 -0.0805
H -1.3738 2.2883 0.7336
H -0.7571 -1.3168 0.1441
H -2.1530 1.0526 2.2284
H 2.5000 -1.0464 -0.9813
H 0.1141 2.2024 1.3992
H -1.0010 0.8940 -1.0231
*
```

Computed properties:
- E_HOMO (eV) = -9.1126
- E (eV) = -7288.576
- structure (SMILES) = C=NCCCN
- molecular weight (g/mol) = 86.14
- Kohn-Sham gap (Eh) = 0.373
- energy above the lowest of the compared OMol25 structures with the same formula, charge and spin (kcal/mol) = 47.1

Which value of Kohn-Sham gap does entry 2 give? 0.338 Eh

What did the seventh record say?
The following is a quantum chemistry calculation of a single C4H2N2O molecule, from the OMol25 dataset.

Structure (ORCA input):
```
! wB97M-V def2-TZVPD RIJCOSX def2/J DEFGRID3
* xyz 0 1
C 0.2745 0.8459 -0.0472
C 1.5462 0.3418 0.0159
N 0.1477 -1.5003 0.0328
C -1.9777 -0.4243 0.0817
H -0.1805 1.7809 0.1011
N -3.0920 -0.2142 -0.1481
O 1.3706 -1.0630 -0.1240
H 2.4777 0.6848 -0.0972
C -0.5665 -0.4515 0.1850
*
```

Computed properties:
- E_HOMO (eV) = -10.9073
- E (eV) = -9204.793
- structure (SMILES) = N#Cc1ccon1
- molecular weight (g/mol) = 94.07
- Kohn-Sham gap (Eh) = 0.415
- energy above the lowest of the compared OMol25 structures with the same formula, charge and spin (kcal/mol) = 44.9